No. 1
{
  "formula": "C47H69Br2NO3S2",
  "method": "wB97M-V/def2-TZVPD",
  "symbols": ["C", "C", "N", "C", "C", "C", "C", "C", "O", "C", "C", "O", "C", "C", "C", "S", "C", "C", "C", "C", "C", "Br", "C", "C", "Br", "C", "C", "C", "C", "S", "C", "C", "O", "C", "C", "C", "C", "C", "C", "C", "C", "C", "C", "H", "H", "H", "H", "H", "H", "H", "H", "H", "H", "H", "H", "H", "H", "H", "H", "H", "H", "H", "H", "H", "H", "H", "H", "H", "H", "H", "H", "H", "H", "H", "H", "H", "H", "H", "H", "H", "H", "H", "H", "H", "C", "C", "C", "C", "C", "C", "H", "H", "H", "H", "H", "H", "H", "H", "H", "H", "H", "H", "H", "H", "C", "C", "C", "C", "C", "C", "H", "H", "H", "H", "H", "H", "H", "H", "H", "H", "H", "H", "H", "H"],
  "coordinates": [[2.22, -2.75, 3.60], [1.81, -2.45, 2.38], [2.30, -1.24, 1.79], [3.21, -1.46, 0.72], [3.54, -2.72, 0.23], [4.43, -2.86, -0.81], [4.75, -4.24, -1.40], [4.03, -4.31, -2.77], [2.70, -4.87, -2.59], [1.85, -4.23, -3.47], [0.67, -3.45, -2.93], [2.04, -4.28, -4.67], [5.07, -1.77, -1.37], [4.75, -0.52, -0.88], [3.84, -0.38, 0.12], [3.37, 1.22, 0.76], [1.60, 0.94, 0.94], [1.27, -0.31, 1.45], [-0.06, -0.57, 1.63], [-1.06, 0.33, 1.29], [-2.49, -0.16, 1.51], [-3.56, 1.02, 2.65], [-3.22, -0.54, 0.20], [-4.57, -1.22, 0.53], [-2.10, -1.97, -0.61], [-0.69, 1.56, 0.76], [-1.76, 2.57, 0.33], [-1.85, 3.81, 1.27], [-2.42, 4.99, 0.45], [-4.04, 4.59, -0.34], [0.66, 1.88, 0.58], [1.05, 3.23, -0.02], [1.93, 2.97, -1.13], [1.70, 3.82, -2.20], [0.62, 3.58, -3.03], [0.40, 4.38, -4.13], [-0.77, 4.08, -5.05], [1.26, 5.43, -4.36], [2.34, 5.66, -3.54], [2.61, 4.85, -2.45], [3.86, 5.14, -1.62], [3.63, 5.17, -0.10], [4.92, 4.06, -2.01], [2.67, -1.96, 4.22], [2.19, -3.74, 4.03], [1.09, -3.12, 1.90], [3.07, -3.62, 0.62], [4.31, -5.04, -0.80], [5.83, -4.30, -1.51], [3.89, -3.28, -3.13], [4.61, -4.82, -3.54], [-0.23, -4.06, -2.89], [0.48, -2.61, -3.61], [0.87, -3.01, -1.94], [5.78, -1.92, -2.17], [5.25, 0.35, -1.31], [-0.40, -1.51, 2.06], [-2.38, -1.09, 2.07], [-3.31, 0.29, -0.50], [-4.81, -1.95, -0.25], [-5.38, -0.50, 0.64], [-4.44, -1.79, 1.46], [-2.74, 2.11, 0.23], [-1.49, 2.91, -0.68], [-2.47, 3.55, 2.13], [-0.82, 4.04, 1.56], [-2.56, 5.91, 1.03], [-1.73, 5.14, -0.39], [-3.70, 3.94, -1.47], [0.18, 3.75, -0.41], [1.52, 3.84, 0.77], [-0.05, 2.74, -2.81], [-1.05, 3.03, -4.91], [-0.44, 4.19, -6.09], [-1.63, 4.74, -4.89], [1.10, 6.09, -5.21], [3.03, 6.49, -3.73], [4.22, 6.12, -1.95], [3.69, 4.15, 0.31], [4.41, 5.77, 0.39], [2.66, 5.61, 0.16], [4.61, 3.53, -2.92], [5.00, 3.29, -1.23], [5.90, 4.52, -2.18], [-3.35, -5.10, -3.62], [-3.93, -3.68, -3.63], [-5.40, -3.63, -3.24], [-6.35, -4.38, -4.18], [-6.30, -3.93, -5.64], [-6.71, -2.47, -5.84], [-3.85, -5.74, -4.34], [-2.29, -5.08, -3.87], [-3.45, -5.55, -2.63], [-3.77, -3.23, -4.62], [-3.36, -3.07, -2.92], [-5.71, -2.58, -3.18], [-5.52, -4.04, -2.24], [-7.37, -4.26, -3.81], [-6.14, -5.45, -4.14], [-6.97, -4.57, -6.23], [-5.30, -4.08, -6.06], [-7.73, -2.31, -5.48], [-6.69, -2.21, -6.90], [-6.05, -1.79, -5.32], [-0.22, 1.43, 6.06], [1.13, 0.74, 6.24], [1.01, -0.71, 6.73], [0.36, -0.88, 8.11], [1.05, -0.13, 9.24], [2.49, -0.59, 9.49], [-0.77, 1.50, 7.00], [-0.08, 2.44, 5.69], [-0.84, 0.89, 5.34], [1.75, 1.32, 6.93], [1.65, 0.74, 5.28], [2.00, -1.16, 6.74], [0.42, -1.28, 6.00], [0.34, -1.95, 8.35], [-0.69, -0.56, 8.06], [0.48, -0.28, 10.16], [1.04, 0.95, 9.05], [2.51, -1.66, 9.73], [2.92, -0.05, 10.33], [3.12, -0.42, 8.62]],
  "homo_lumo_gap_ha": 0.3025,
  "fmax_ev_per_a": 1.865,
  "homo_energy_ev": -7.91,
  "e_tot_ev": -219246.302,
  "smiles": "C=CN1c2cc(CCOC(C)=O)ccc2Sc2c1cc([C@@H](Br)[C@H](C)Br)c(CCCS)c2COc1cc(C)ccc1C(C)C.CCCCCC.CCCCCC"
}

=====

No. 2
{
  "formula": "C47H69InN5O4P4",
  "method": "wB97M-V/def2-TZVPD",
  "symbols": ["In", "N", "P", "C", "C", "C", "C", "C", "C", "C", "C", "C", "C", "C", "C", "P", "C", "C", "C", "C", "C", "C", "C", "C", "C", "C", "C", "C", "H", "H", "H", "H", "H", "H", "H", "H", "H", "H", "H", "H", "H", "H", "H", "H", "H", "H", "H", "H", "H", "C", "C", "C", "C", "O", "P", "O", "O", "O", "C", "C", "C", "C", "H", "H", "H", "H", "H", "H", "H", "H", "H", "H", "H", "H", "H", "H", "H", "H", "H", "H", "N", "P", "N", "C", "C", "C", "C", "C", "N", "C", "C", "C", "C", "C", "N", "C", "C", "C", "C", "C", "H", "H", "H", "H", "H", "H", "H", "H", "H", "H", "H", "H", "H", "H", "H", "H", "H", "H", "H", "H", "H", "H", "H", "H", "H", "H", "H", "H", "H", "H"],
  "coordinates": [[0.45, 0.03, -0.09], [3.03, -0.86, 1.74], [2.85, -1.03, 0.06], [4.52, -0.79, -0.58], [5.39, 0.17, -0.06], [6.68, 0.25, -0.54], [7.11, -0.59, -1.57], [6.24, -1.53, -2.10], [4.95, -1.64, -1.60], [2.48, -2.78, -0.17], [1.49, -3.15, -1.08], [1.16, -4.48, -1.26], [1.81, -5.45, -0.51], [2.80, -5.09, 0.40], [3.14, -3.76, 0.57], [1.44, -0.70, 2.45], [1.74, 0.22, 3.97], [2.98, 0.28, 4.59], [3.12, 0.99, 5.78], [2.03, 1.64, 6.34], [0.79, 1.57, 5.72], [0.64, 0.87, 4.53], [1.05, -2.39, 2.96], [1.68, -2.99, 4.05], [1.40, -4.31, 4.36], [0.50, -5.03, 3.59], [-0.13, -4.44, 2.51], [0.14, -3.11, 2.19], [3.61, -0.05, 1.94], [5.05, 0.87, 0.69], [7.35, 0.99, -0.13], [8.11, -0.50, -1.95], [6.57, -2.18, -2.89], [4.29, -2.40, -2.00], [0.97, -2.39, -1.67], [0.39, -4.76, -1.96], [1.55, -6.49, -0.63], [3.30, -5.85, 0.99], [3.89, -3.47, 1.29], [3.83, -0.23, 4.17], [4.09, 1.05, 6.26], [2.14, 2.19, 7.26], [-0.07, 2.08, 6.15], [-0.32, 0.84, 4.04], [2.38, -2.43, 4.66], [1.89, -4.77, 5.21], [0.29, -6.07, 3.84], [-0.84, -5.00, 1.91], [-0.37, -2.64, 1.36], [1.88, 6.39, -0.72], [1.14, 5.09, -0.45], [0.04, 4.86, -1.48], [0.62, 5.04, 0.97], [2.19, 4.06, -0.61], [2.08, 2.50, -0.43], [3.12, 1.96, 0.48], [0.63, 2.09, -0.05], [2.17, 1.89, -1.91], [3.12, 2.17, -2.98], [4.49, 2.54, -2.44], [2.54, 3.30, -3.82], [3.17, 0.88, -3.79], [1.18, 7.22, -0.71], [2.36, 6.36, -1.70], [2.64, 6.57, 0.03], [-0.70, 5.66, -1.39], [-0.45, 3.91, -1.32], [0.45, 4.89, -2.49], [-0.08, 5.86, 1.13], [1.45, 5.16, 1.68], [0.11, 4.10, 1.17], [4.43, 3.40, -1.77], [5.13, 2.82, -3.28], [4.95, 1.71, -1.92], [2.56, 4.24, -3.27], [1.51, 3.08, -4.10], [3.12, 3.43, -4.73], [3.52, 0.06, -3.16], [3.86, 0.99, -4.62], [2.18, 0.64, -4.19], [-1.31, -0.77, 0.18], [-2.74, -0.46, -0.37], [-3.16, -1.07, -1.86], [-3.16, -2.53, -2.00], [-4.03, -2.93, -3.18], [-3.53, -2.27, -4.46], [-3.40, -0.76, -4.28], [-2.56, -0.44, -3.05], [-3.80, -1.20, 0.66], [-5.23, -1.28, 0.40], [-5.74, -2.72, 0.61], [-4.81, -3.48, 1.55], [-4.34, -2.55, 2.66], [-3.47, -1.43, 2.08], [-3.07, 1.17, -0.55], [-2.73, 2.01, 0.61], [-3.01, 3.47, 0.29], [-4.51, 3.71, 0.09], [-5.20, 2.43, -0.41], [-4.25, 1.64, -1.30], [-3.53, -2.97, -1.07], [-2.13, -2.89, -2.15], [-5.06, -2.62, -2.98], [-4.03, -4.02, -3.28], [-4.20, -2.50, -5.30], [-2.55, -2.69, -4.72], [-4.39, -0.31, -4.15], [-2.94, -0.31, -5.16], [-2.48, 0.63, -2.89], [-1.54, -0.83, -3.19], [-5.42, -0.96, -0.63], [-5.77, -0.58, 1.05], [-5.83, -3.23, -0.35], [-6.75, -2.68, 1.03], [-3.94, -3.86, 1.01], [-5.33, -4.35, 1.96], [-3.76, -3.09, 3.41], [-5.21, -2.14, 3.18], [-2.42, -1.68, 2.13], [-3.62, -0.50, 2.65], [-1.68, 1.86, 0.86], [-3.32, 1.71, 1.49], [-2.46, 3.73, -0.61], [-2.61, 4.10, 1.09], [-4.66, 4.52, -0.63], [-4.97, 4.04, 1.03], [-6.11, 2.67, -0.95], [-5.50, 1.80, 0.43], [-3.92, 2.28, -2.13], [-4.76, 0.79, -1.74]],
  "homo_lumo_gap_ha": 0.2895,
  "fmax_ev_per_a": 0.728,
  "homo_energy_ev": -10.37,
  "relative_energy_kcal_mol": 26.0,
  "e_tot_ev": -107831.268,
  "total_charge": 1
}

=====

No. 3
{
  "formula": "C47H70BrGeN9OP3SY",
  "method": "wB97M-V/def2-TZVPD",
  "symbols": ["Y", "C", "C", "C", "P", "C", "N", "Ge", "N", "C", "P", "C", "C", "C", "C", "C", "C", "C", "C", "C", "C", "C", "C", "N", "C", "C", "C", "C", "C", "C", "C", "C", "C", "C", "C", "C", "N", "C", "P", "C", "C", "C", "C", "C", "C", "C", "C", "C", "H", "H", "H", "H", "H", "H", "H", "H", "H", "H", "H", "H", "H", "H", "H", "H", "H", "H", "H", "H", "H", "H", "H", "H", "H", "H", "H", "H", "H", "H", "H", "H", "H", "H", "H", "H", "H", "H", "H", "H", "H", "H", "H", "H", "H", "H", "H", "H", "H", "H", "H", "H", "H", "H", "H", "H", "H", "H", "H", "H", "O", "C", "C", "C", "N", "C", "Br", "C", "H", "H", "H", "H", "C", "C", "N", "N", "C", "S", "N", "N", "H", "H", "H", "H", "H", "H"],
  "coordinates": [[1.04, -0.50, 0.37], [0.59, -3.18, -3.94], [0.48, -1.65, -4.05], [-0.98, -1.23, -4.29], [1.38, -0.81, -2.63], [1.17, 0.99, -3.08], [-0.12, 1.52, -2.71], [-1.06, 1.18, -0.95], [-1.33, 2.85, -0.01], [-0.74, 3.14, 1.28], [0.71, 2.11, 1.76], [0.56, 2.02, 3.62], [0.76, 3.31, 4.42], [-0.77, 1.35, 3.97], [2.15, 3.18, 1.24], [2.26, 3.01, -0.28], [2.07, 4.67, 1.59], [-2.56, 3.45, -0.22], [-3.11, 4.45, 0.59], [-4.39, 4.92, 0.35], [-5.16, 4.40, -0.68], [-4.62, 3.42, -1.50], [-3.32, 2.99, -1.29], [-2.66, 2.01, -2.17], [-2.08, 2.69, -3.33], [-2.77, 3.56, -4.15], [-2.14, 4.17, -5.22], [-0.79, 3.94, -5.44], [-0.08, 3.09, -4.61], [-0.71, 2.43, -3.55], [-3.57, 0.92, -2.43], [-4.26, 0.73, -3.60], [-5.26, -0.24, -3.65], [-5.59, -0.98, -2.51], [-4.87, -0.83, -1.35], [-3.79, 0.08, -1.29], [-2.91, 0.24, -0.29], [-2.96, -0.56, 0.90], [-1.55, -1.78, 1.12], [-1.86, -2.53, 2.81], [-0.60, -2.42, 3.67], [-3.08, -2.00, 3.55], [-1.98, -3.23, 0.03], [-1.82, -2.84, -1.44], [-3.36, -3.84, 0.29], [3.13, -1.14, -3.24], [4.12, -1.16, -2.08], [3.62, -0.21, -4.35], [0.03, -3.65, -4.75], [0.18, -3.54, -2.99], [1.62, -3.53, -4.01], [1.07, -1.32, -4.91], [-1.67, -1.84, -3.72], [-1.21, -1.37, -5.35], [-1.15, -0.18, -4.05], [1.29, 1.03, -4.17], [2.00, 1.55, -2.64], [-1.49, 3.00, 2.08], [-0.42, 4.18, 1.33], [1.38, 1.34, 3.89], [0.09, 4.11, 4.09], [1.79, 3.66, 4.36], [0.53, 3.11, 5.47], [-1.58, 2.07, 3.99], [-0.72, 0.89, 4.96], [-1.02, 0.56, 3.24], [3.03, 2.74, 1.72], [1.36, 3.39, -0.77], [2.40, 1.96, -0.56], [3.11, 3.57, -0.66], [1.40, 5.19, 0.92], [3.06, 5.11, 1.46], [1.76, 4.85, 2.62], [-2.54, 4.87, 1.41], [-4.79, 5.71, 0.98], [-6.17, 4.75, -0.84], [-5.22, 2.99, -2.29], [-3.81, 3.79, -3.95], [-2.70, 4.83, -5.86], [-0.29, 4.43, -6.26], [0.98, 2.95, -4.77], [-4.06, 1.34, -4.46], [-5.82, -0.38, -4.56], [-6.41, -1.68, -2.54], [-5.16, -1.40, -0.48], [-3.89, -1.12, 1.00], [-2.89, 0.12, 1.76], [-2.01, -3.59, 2.60], [-0.39, -1.37, 3.90], [0.25, -2.86, 3.14], [-0.74, -2.96, 4.61], [-2.99, -0.94, 3.79], [-3.18, -2.54, 4.49], [-4.00, -2.15, 2.99], [-1.22, -3.97, 0.28], [-2.63, -2.20, -1.77], [-1.84, -3.74, -2.07], [-0.87, -2.32, -1.61], [-4.15, -3.19, -0.07], [-3.54, -4.07, 1.33], [-3.43, -4.78, -0.27], [3.07, -2.14, -3.66], [4.14, -0.20, -1.58], [5.13, -1.36, -2.45], [3.87, -1.94, -1.36], [3.81, 0.80, -3.99], [2.93, -0.15, -5.19], [4.56, -0.61, -4.73], [5.13, -7.48, 1.21], [4.76, -6.27, 1.57], [5.35, -5.52, 2.59], [4.85, -4.27, 2.87], [3.82, -3.72, 2.21], [3.29, -4.45, 1.25], [1.81, -3.63, 0.29], [3.69, -5.70, 0.87], [5.89, -7.82, 1.71], [6.19, -5.90, 3.15], [5.29, -3.66, 3.65], [3.22, -6.25, 0.06], [3.07, -0.30, 6.09], [3.71, 0.06, 4.81], [4.73, 0.84, 4.67], [4.93, 0.94, 3.33], [4.04, 0.24, 2.62], [3.88, 0.07, 0.95], [3.26, -0.33, 3.55], [2.24, -1.20, 3.18], [3.73, -0.02, 6.90], [2.86, -1.37, 6.15], [2.13, 0.24, 6.21], [5.71, 1.48, 2.98], [2.71, -2.07, 2.84], [1.72, -1.44, 4.01]],
  "homo_lumo_gap_ha": [0.2257, 0.1740],
  "fmax_ev_per_a": 1.560,
  "homo_energy_ev": [-13.77, -13.77],
  "relative_energy_kcal_mol": 2.8,
  "e_tot_ev": -231617.205,
  "total_charge": 3,
  "spin_multiplicity": 2
}